[1]
# C36H29N3O3PSn

A molecular structure, C36H29N3O3PSn at a distorted geometry (ωB97M-V/def2-TZVPD, the OMol25 dataset).

As for the energy relative to the best compared isomer or geometry (same formula, charge and spin): 0.00 kcal/mol. Its LUMO energy is -0.1335 Eh. The HOMO energy is -10.31 eV. The HOMO-LUMO gap is 6.681 eV.

```
! wB97M-V def2-TZVPD RIJCOSX def2/J DEFGRID3
* xyz 1 1
Sn 0.190 0.041 -0.580
P -0.736 1.388 2.122
O 1.772 -1.058 0.184
O -1.881 -1.001 -1.754
O -0.186 -2.867 0.614
N -0.780 -1.623 0.816
N 1.867 -1.897 -2.595
N 0.716 -1.419 -2.322
C 5.204 -2.071 -0.104
C 4.331 -2.652 -3.688
C -2.753 -0.643 2.007
C -2.045 4.009 -0.762
C -0.747 3.229 4.287
C -3.435 1.503 2.820
C -0.397 1.991 3.816
C -2.430 0.686 2.264
C -0.990 4.893 -0.816
C 0.194 1.052 4.636
C 0.091 3.760 1.006
C -3.168 -0.420 -1.526
C 5.542 -2.996 -4.198
C 0.189 2.649 6.432
C -0.453 3.558 5.594
C 6.592 -2.798 -2.021
C 6.688 -3.074 -3.355
C 5.339 -2.431 -1.485
C 2.920 -1.897 -1.738
C 0.066 4.794 0.092
C -1.766 -1.689 1.636
C -2.528 -1.423 -4.031
C -0.223 -1.564 -3.370
C -1.573 -1.294 -3.042
C 4.188 -2.356 -2.315
C -4.730 1.055 3.009
C 0.080 -1.993 -4.677
C 0.520 1.399 5.930
C -0.903 -2.103 -5.651
C -4.074 -1.082 2.181
C -2.204 -1.788 -5.332
C -5.065 -0.240 2.630
C 4.022 -1.655 0.410
C -1.002 2.877 1.076
C -2.066 3.004 0.207
C 2.872 -1.518 -0.404
H -3.152 2.501 3.118
H 3.887 -1.381 1.443
H 0.944 3.656 1.671
H -3.932 -1.183 -1.579
H -0.721 4.555 5.973
H -3.148 -0.044 -0.507
H 0.447 0.080 4.260
H 7.448 -2.822 -1.376
H -3.354 0.379 -2.248
H 0.470 2.921 7.430
H 0.759 -2.682 0.517
H -2.878 2.289 0.280
H -1.239 3.975 3.632
H -6.106 -0.573 2.690
H -3.538 -1.143 -3.770
H -0.635 -2.457 -6.647
H -5.441 1.712 3.505
H 0.898 5.474 0.020
H -4.305 -2.121 1.895
H 1.122 -2.233 -4.944
H 3.475 -2.514 -4.332
H 1.070 0.673 6.546
H -0.938 5.657 -1.565
H 6.075 -2.195 0.552
H -2.796 4.114 -1.515
H 7.637 -3.343 -3.804
H 5.673 -3.169 -5.257
H -2.988 -1.819 -6.074
H -1.983 -2.647 2.088
*
```

---

[2]
# C27H79N3O11

11 unconnected molecules or ions with the total composition C27H79N3O11 at a distorted geometry (ωB97M-V/def2-TZVPD, the OMol25 dataset).

As for the energy relative to the best compared isomer or geometry (same formula, charge and spin): 6.47 kcal/mol. Its LUMO energy is 0.0074 Eh. The HOMO energy is -9.27 eV. The HOMO-LUMO gap is 9.475 eV. The SMILES is COC[C@H](C)N.COC[C@H](C)N.COC[C@H](C)N.CCO.CCO.CCO.CCO.CCO.CCO.CCO.CO.

```
! wB97M-V def2-TZVPD RIJCOSX def2/J DEFGRID3
* xyz 0 1
O 3.068 -0.766 0.920
O 0.714 0.667 0.318
O 3.654 3.593 1.350
O -0.261 2.734 1.857
O 0.185 4.607 -3.635
O -4.126 -0.899 -2.407
O 4.513 -1.078 3.193
O 2.179 -0.988 -5.048
O -3.389 -3.113 -1.309
O 0.559 -5.466 1.181
O -6.138 4.978 -0.479
N 2.603 -1.461 6.361
N -5.109 -3.467 2.019
N 4.261 3.187 -2.308
C 2.202 -1.901 -4.004
C -4.570 -2.831 0.829
C 4.144 -0.827 4.555
C -1.149 -0.024 -1.086
C -4.197 -2.253 -4.460
C -2.166 -3.677 -1.834
C -1.646 3.012 -3.479
C 1.588 -0.512 4.340
C -4.848 3.028 -0.169
C -3.774 -3.776 -0.104
C -1.884 1.248 2.825
C 3.593 -1.563 -0.117
C 3.357 2.661 2.390
C 2.730 -1.310 4.939
C 4.241 3.840 -1.012
C 0.886 -2.696 -4.114
C -0.132 3.234 -3.403
C -1.648 2.581 2.156
C -4.786 4.530 -0.440
C 0.357 0.215 -0.944
C 5.893 -0.917 2.866
C 0.021 -3.087 1.622
C 0.930 -4.249 1.833
C -3.841 -1.547 1.248
C 3.546 2.967 0.073
C -3.721 -0.965 -3.787
C 3.588 5.166 -1.205
H -2.188 2.643 1.211
H 3.474 5.620 -0.221
H -1.602 0.434 2.157
H 3.002 -0.498 -4.996
H 2.593 -2.316 4.542
H 2.799 -0.535 6.712
H -5.275 -2.339 -4.326
H 4.056 2.009 0.170
H -3.970 -2.261 -5.526
H 1.073 4.768 -3.964
H -5.469 2.380 -0.788
H -2.972 -1.814 1.849
H 3.294 -1.205 -1.102
H 0.866 -0.734 -1.109
H 1.017 -4.457 2.900
H -3.720 -3.133 -4.028
H 1.621 -1.583 6.565
H -5.646 -2.897 2.657
H 2.511 2.796 -0.223
H -3.811 -1.725 -2.034
H -2.632 -0.989 -3.835
H -5.098 2.744 0.853
H 1.967 -4.053 1.562
H 5.252 4.031 -0.652
H 2.454 2.062 2.275
H -4.425 -4.637 -0.253
H 0.436 2.631 -4.111
H 4.297 0.183 4.935
H 4.839 -1.419 5.150
H 6.111 0.131 2.658
H -2.111 3.279 -4.428
H -0.008 2.078 1.203
H 3.329 2.849 -2.501
H 4.682 -1.528 -0.144
H 0.080 -1.965 -4.061
H 0.715 -3.498 -3.395
H 0.540 0.850 -1.810
H -4.343 -3.820 2.576
H 3.666 -0.796 1.670
H 1.434 0.381 4.946
H -4.452 -0.979 1.949
H -1.437 -4.077 -1.129
H 3.277 -2.592 0.053
H -2.240 3.548 -2.739
H -1.319 -0.523 -2.040
H -1.675 -2.894 -2.412
H -1.039 -3.334 1.682
H 4.394 3.838 -3.069
H 1.638 -0.246 3.284
H 3.208 3.272 3.280
H 2.374 -1.438 -3.033
H -4.287 4.727 -1.389
H 0.709 -1.157 4.331
H -1.838 1.976 -3.198
H 4.209 1.986 2.477
H 6.080 -1.545 1.995
H -1.252 1.178 3.710
H 2.638 5.119 -1.736
H -5.420 -2.432 0.275
H -4.129 -0.127 -4.351
H -2.919 -4.236 0.392
H 3.013 -2.614 -4.159
H 4.208 5.670 -1.947
H -4.261 5.052 0.360
H 0.187 -2.348 2.407
H -2.381 -4.537 -2.467
H 6.500 -1.289 3.691
H 0.984 -5.416 0.322
H 0.863 -3.079 -5.135
H 0.158 -2.624 0.645
H -3.513 -0.959 0.391
H -6.470 4.874 0.415
H -1.729 0.899 -1.082
H -1.830 3.441 2.799
H -3.816 2.682 -0.221
H 1.518 0.205 0.568
H 0.208 2.956 -2.405
H -1.512 -0.669 -0.286
H -2.917 1.146 3.158
*
```

---

[3]
# C3H12NO

2 unconnected molecules or ions with the total composition C3H12NO at a distorted geometry (ωB97M-V/def2-TZVPD, the OMol25 dataset).

As for the energy relative to the best compared isomer or geometry (same formula, charge and spin): 34.33 kcal/mol. Its LUMO energy is -0.1243 Eh. The HOMO energy is -14.95 eV. The HOMO-LUMO gap is 11.572 eV.

```
! wB97M-V def2-TZVPD RIJCOSX def2/J DEFGRID3
* xyz 1 1
O -0.564 -0.704 0.290
N 1.219 1.089 1.400
C -2.434 -0.436 -1.402
C 2.454 0.485 0.784
C -1.063 -1.065 -1.139
H 0.358 0.717 0.772
H -2.500 -0.453 -2.502
H -1.062 -2.139 -1.072
H 2.756 1.303 0.162
H 1.009 0.929 2.368
H 2.284 -0.472 0.289
H -0.234 -0.685 -1.834
H -2.296 0.603 -1.105
H 3.233 0.474 1.568
H -1.335 -0.845 0.817
H -3.245 -0.888 -0.804
H 1.420 2.085 1.408
*
```

---

[4]
# C19H13Cl6O6

A molecular structure, C19H13Cl6O6 at a distorted geometry (ωB97M-V/def2-TZVPD, the OMol25 dataset).

Its LUMO energy is -0.0254 Eh. The HOMO energy is -3.34 eV. The HOMO-LUMO gap is 2.649 eV.

```
! wB97M-V def2-TZVPD RIJCOSX def2/J DEFGRID3
* xyz -1 1
Cl 3.733 4.709 4.268
Cl 3.225 4.856 1.153
Cl -0.858 8.203 1.936
Cl 0.234 8.824 4.811
Cl 2.476 6.983 5.962
Cl 0.793 3.273 2.573
O 0.667 6.050 0.553
O 2.660 -1.444 2.251
O 2.313 -0.204 0.285
O -4.805 0.576 3.479
O 0.231 0.258 -0.348
O 0.992 -2.016 3.569
C -3.514 0.318 3.145
C 1.354 -1.272 2.669
C 2.426 5.592 3.645
C 1.953 5.192 2.351
C -1.670 0.871 1.661
C -5.362 -0.019 4.666
C 0.815 7.463 3.904
C 0.565 -0.227 1.979
C -1.328 -0.612 3.564
C 3.530 0.866 2.139
C -2.660 -0.511 3.910
C 3.203 -0.413 1.375
C 0.953 6.151 1.745
C 0.379 7.239 2.610
C 4.500 -1.028 0.837
C 0.976 -0.024 0.579
C -0.791 0.005 2.392
C 1.868 6.630 4.409
C -2.992 0.978 2.003
H -4.796 0.273 5.561
H 4.973 -0.347 0.130
H -3.683 1.584 1.407
H 4.014 1.568 1.441
H -6.376 0.378 4.718
H 2.653 1.389 2.553
H 5.193 -1.210 1.662
H -5.390 -1.113 4.579
H 4.242 0.589 2.933
H -0.656 -1.242 4.138
H -3.032 -1.070 4.761
H 4.307 -1.980 0.337
H -1.264 1.412 0.800
*
```

---

[5]
# C27H23N7OSV

A molecular structure, C27H23N7OSV (ωB97M-V/def2-TZVPD, the OMol25 dataset).

As for the energy relative to the best compared isomer or geometry (same formula, charge and spin): 0.00 kcal/mol. Its LUMO energy (spin up / spin down) is -0.0199 / -0.0235 Eh. As for the expectation value of S²: 4.144. The HOMO energy (spin up / spin down) is -7.13 / -7.22 eV. The HOMO-LUMO gap (spin up / spin down) is 6.586 / 6.585 eV.

```
! wB97M-V def2-TZVPD RIJCOSX def2/J DEFGRID3
* xyz 0 4
V 0.337 1.162 -1.398
S -1.905 1.118 -2.377
O -0.232 3.092 -0.761
N -0.962 -1.412 -1.994
N -3.229 -1.171 -2.160
N -0.610 1.954 1.215
N 0.343 1.166 0.645
N 2.405 0.671 -0.774
N 0.190 -0.836 -1.917
N -3.295 -2.284 -1.433
C -3.689 5.918 1.469
C 3.345 -3.567 -2.387
C -1.809 -2.823 2.453
C 1.420 -2.807 -1.158
C 2.117 -1.645 -3.152
C 4.673 -0.028 -1.053
C -2.027 -1.540 1.961
C -2.065 -3.916 1.640
C -2.739 -2.449 -0.139
C 1.252 0.564 1.325
C -2.387 3.978 2.034
C -2.196 4.961 -0.153
C -2.023 -0.581 -2.145
C 4.687 -0.536 0.233
C 1.251 -1.778 -2.078
C -3.129 5.924 0.200
C -1.821 3.984 0.762
C 3.554 -0.411 1.018
C 1.244 0.457 2.814
C 2.416 0.194 0.495
C 3.505 0.556 -1.511
C 2.473 -3.694 -1.312
C 3.159 -2.549 -3.310
C -3.317 4.944 2.386
C -2.487 -1.342 0.674
C -2.529 -3.734 0.344
C -0.830 2.950 0.355
H -1.902 -4.920 2.008
H 4.160 -4.268 -2.508
H 3.550 -0.794 2.027
H -4.099 -2.855 -1.644
H 1.956 -0.852 -3.873
H -1.454 -2.966 3.465
H -2.663 -0.337 0.312
H -2.715 -4.586 -0.299
H -4.417 6.671 1.744
H -1.862 -0.674 2.589
H -2.091 3.213 2.738
H 0.718 -2.895 -0.337
H 2.610 -4.492 -0.594
H 0.822 1.371 3.233
H 0.608 -0.371 3.128
H 2.236 0.302 3.228
H -1.750 4.949 -1.138
H 5.573 -1.013 0.630
H -3.753 4.937 3.377
H 3.823 -2.455 -4.159
H -3.421 6.679 -0.519
H 3.445 0.950 -2.518
H 5.536 -0.083 -1.701
*
```

---

[6]
# C7H21ClNO5PS

4 unconnected molecules or ions with the total composition C7H21ClNO5PS at a distorted geometry (ωB97M-V/def2-TZVPD, the OMol25 dataset).

Its LUMO energy is -0.0246 Eh. The HOMO energy is -8.94 eV. The HOMO-LUMO gap is 8.267 eV. The SMILES is O=C(N[PH2]=S)OCl.CCO.CCO.CCO.

```
! wB97M-V def2-TZVPD RIJCOSX def2/J DEFGRID3
* xyz 0 1
Cl 4.835 0.711 3.952
S 1.263 0.789 3.397
P 1.537 -1.129 3.248
O 4.373 -2.416 3.973
O 2.703 -0.023 -0.258
O 5.075 -0.614 2.939
O -2.711 1.689 0.421
O -1.344 -0.292 -3.723
N 2.972 -1.570 2.376
C 4.142 -1.606 3.187
C 2.384 0.020 -1.646
C -1.032 0.795 -2.851
C -2.195 1.760 -2.759
C -4.389 0.659 1.836
C -3.889 0.888 0.422
C 1.870 -1.331 -2.110
H 1.609 -1.310 -3.169
H 0.448 -1.657 2.514
H -4.599 1.611 2.324
H -1.965 2.586 -2.087
H -0.134 1.299 -3.225
H -4.640 1.414 -0.168
H -2.440 2.165 -3.745
H 2.804 -2.481 1.950
H -5.298 0.054 1.838
H -1.532 0.078 -4.592
H 2.626 -2.106 -1.950
H 1.624 0.786 -1.785
H -3.085 1.248 -2.394
H 0.987 -1.620 -1.537
H -3.630 0.150 2.436
H 3.383 -0.692 -0.133
H -2.041 1.223 0.933
H -3.671 -0.066 -0.070
H -0.806 0.377 -1.870
H 1.490 -1.704 4.536
H 3.276 0.315 -2.210
*
```

---

Repeat the first record exactly.
# C36H29N3O3PSn

A molecular structure, C36H29N3O3PSn at a distorted geometry (ωB97M-V/def2-TZVPD, the OMol25 dataset).

As for the energy relative to the best compared isomer or geometry (same formula, charge and spin): 0.00 kcal/mol. Its LUMO energy is -0.1335 Eh. The HOMO energy is -10.31 eV. The HOMO-LUMO gap is 6.681 eV.

```
! wB97M-V def2-TZVPD RIJCOSX def2/J DEFGRID3
* xyz 1 1
Sn 0.190 0.041 -0.580
P -0.736 1.388 2.122
O 1.772 -1.058 0.184
O -1.881 -1.001 -1.754
O -0.186 -2.867 0.614
N -0.780 -1.623 0.816
N 1.867 -1.897 -2.595
N 0.716 -1.419 -2.322
C 5.204 -2.071 -0.104
C 4.331 -2.652 -3.688
C -2.753 -0.643 2.007
C -2.045 4.009 -0.762
C -0.747 3.229 4.287
C -3.435 1.503 2.820
C -0.397 1.991 3.816
C -2.430 0.686 2.264
C -0.990 4.893 -0.816
C 0.194 1.052 4.636
C 0.091 3.760 1.006
C -3.168 -0.420 -1.526
C 5.542 -2.996 -4.198
C 0.189 2.649 6.432
C -0.453 3.558 5.594
C 6.592 -2.798 -2.021
C 6.688 -3.074 -3.355
C 5.339 -2.431 -1.485
C 2.920 -1.897 -1.738
C 0.066 4.794 0.092
C -1.766 -1.689 1.636
C -2.528 -1.423 -4.031
C -0.223 -1.564 -3.370
C -1.573 -1.294 -3.042
C 4.188 -2.356 -2.315
C -4.730 1.055 3.009
C 0.080 -1.993 -4.677
C 0.520 1.399 5.930
C -0.903 -2.103 -5.651
C -4.074 -1.082 2.181
C -2.204 -1.788 -5.332
C -5.065 -0.240 2.630
C 4.022 -1.655 0.410
C -1.002 2.877 1.076
C -2.066 3.004 0.207
C 2.872 -1.518 -0.404
H -3.152 2.501 3.118
H 3.887 -1.381 1.443
H 0.944 3.656 1.671
H -3.932 -1.183 -1.579
H -0.721 4.555 5.973
H -3.148 -0.044 -0.507
H 0.447 0.080 4.260
H 7.448 -2.822 -1.376
H -3.354 0.379 -2.248
H 0.470 2.921 7.430
H 0.759 -2.682 0.517
H -2.878 2.289 0.280
H -1.239 3.975 3.632
H -6.106 -0.573 2.690
H -3.538 -1.143 -3.770
H -0.635 -2.457 -6.647
H -5.441 1.712 3.505
H 0.898 5.474 0.020
H -4.305 -2.121 1.895
H 1.122 -2.233 -4.944
H 3.475 -2.514 -4.332
H 1.070 0.673 6.546
H -0.938 5.657 -1.565
H 6.075 -2.195 0.552
H -2.796 4.114 -1.515
H 7.637 -3.343 -3.804
H 5.673 -3.169 -5.257
H -2.988 -1.819 -6.074
H -1.983 -2.647 2.088
*
```